Record 1
Computed, not measured: 5 unconnected molecules or ions with the total composition C4H16NO3, with ωB97M-V with the def2-TZVPD basis set.

Structure (XYZ):
```
24
Properties=species:S:1:pos:R:3:forces:R:3
O 0.371 -2.667 0.703 -0.510 0.247 0.216
C -2.518 -0.351 -0.775 -0.616 0.485 0.589
C -1.960 0.405 -1.780 -1.186 1.513 0.497
N 0.956 1.277 1.381 -0.982 2.141 1.334
C 2.384 1.214 1.228 -0.671 1.202 0.659
C -2.665 1.617 -2.263 -2.307 4.275 0.891
H -0.170 -3.403 0.393 0.156 -0.084 -0.001
H -1.910 -0.982 -0.152 -0.108 -0.553 -0.268
H -3.580 -0.194 -0.490 0.807 -0.218 -0.247
H -0.970 0.190 -2.070 1.047 -0.278 -0.655
H 0.318 0.490 1.560 0.316 -0.191 -0.319
H 0.610 2.188 1.846 0.572 -1.995 -1.144
H 2.685 2.205 0.768 0.004 -1.225 0.361
H 2.851 1.197 2.262 -0.155 -0.087 -0.829
H 2.650 0.339 0.668 0.460 -0.334 -0.281
H -3.461 2.046 -1.429 1.491 -1.791 -2.074
H -3.227 1.665 -3.272 0.783 -0.893 1.361
H -2.141 2.675 -2.370 0.259 -2.565 0.089
H -1.619 -1.198 2.531 -1.338 -0.838 3.753
H -0.265 -2.105 1.237 0.461 -0.150 -0.317
O -1.334 -0.998 1.695 1.597 1.260 -3.663
H 4.153 -1.788 -1.356 0.353 0.127 1.446
H 4.500 -2.319 0.109 -0.229 0.856 -0.907
O 4.343 -1.504 -0.425 -0.205 -0.902 -0.493
```
Positions in Å, forces in eV/Å.

Max |F|, eV/A: 4.94
Relative energy (zero: lowest compared OMol25 entry of this formula, charge and spin), kJ/mol: 1008.5
Net charge: +1
Energy, a.u.: -441.88047



Record 2
Computed, not measured: 2 unconnected molecules or ions with the total composition C3H10N2O, with ωB97M-V with the def2-TZVPD basis set.

Structure (XYZ):
```
16
Properties=species:S:1:pos:R:3:forces:R:3
N -0.237 0.062 0.106 0.808 0.253 -1.886
C -0.327 -1.339 0.309 -3.761 -1.322 0.034
C -2.035 -1.589 0.446 2.211 0.767 3.874
N -2.889 -0.816 -0.256 0.754 -0.016 -1.341
O -2.404 -2.139 1.471 -0.262 -1.121 -0.737
H 0.168 0.261 -0.814 0.109 0.603 1.016
H 0.076 0.599 0.904 0.222 -0.133 -0.506
H 0.265 -1.702 1.157 -0.974 0.011 0.289
H -0.147 -2.082 -0.467 0.841 0.907 -0.803
H -3.883 -0.897 -0.112 0.258 0.060 0.182
H -2.491 -0.061 -0.790 -0.252 -0.044 -0.114
C 2.765 1.951 -0.405 0.240 -1.237 0.461
H 3.166 2.401 -1.316 -1.576 -0.816 -1.078
H 1.734 2.052 -0.052 0.254 1.780 -0.429
H 3.564 2.481 0.126 -0.588 -0.855 1.635
H 2.672 0.820 -0.307 1.716 1.161 -0.597
```
Positions in Å, forces in eV/Å.

SMILES: NCC(N)=O.C
Max |F|, eV/A: 4.53
Relative energy (zero: lowest compared OMol25 entry of this formula, charge and spin), kJ/mol: 220.4
Energy, a.u.: -304.99071



Record 3
Computed, not measured: a gas-phase ion, C5H14N2 (charge +2), with ωB97M-V with the def2-TZVPD basis set.

Structure (XYZ):
```
21
Properties=species:S:1:pos:R:3:forces:R:3
C -0.621 -0.603 -1.699 -1.788 -0.655 -0.510
C -1.129 -0.408 -0.461 0.103 2.643 -2.374
N -2.654 -0.211 -0.565 -0.102 1.065 -0.217
C -0.416 0.455 0.572 -0.182 -1.368 0.583
C 1.106 0.378 0.337 1.573 0.147 -0.506
C 1.952 1.549 1.020 0.125 -1.381 0.078
N 1.667 -1.123 0.657 -2.106 1.641 2.537
H -1.318 -0.245 -2.525 0.970 -1.624 0.473
H 0.259 -1.210 -1.939 0.152 1.214 -0.098
H -2.926 -1.073 -1.086 -0.677 0.692 0.967
H -2.959 0.616 -1.166 0.591 -0.981 0.728
H -3.129 -0.048 0.362 0.341 -0.781 -1.018
H -0.772 -0.031 1.495 0.776 1.098 0.643
H -0.737 1.558 0.502 0.283 -1.705 0.050
H 1.362 0.340 -0.740 -0.499 0.643 0.519
H 3.074 1.418 0.871 -1.474 -0.180 0.596
H 1.772 2.525 0.559 -0.472 -0.390 -0.340
H 1.605 1.648 2.068 0.765 -0.136 -0.391
H 1.312 -1.456 1.588 0.336 0.382 -0.740
H 2.658 -1.117 0.756 1.252 0.018 -0.276
H 1.354 -1.813 0.000 0.034 -0.342 -0.703
```
Positions in Å, forces in eV/Å.

SMILES: C=C([NH3+])C[C@@H](C)[NH3+]
Max |F|, eV/A: 3.68
Relative energy (zero: lowest compared OMol25 entry of this formula, charge and spin), kJ/mol: 230.6
Net charge: +2
Energy, a.u.: -307.70063



Record 4
Computed, not measured: a molecular structure, C4H12N2O2, with ωB97M-V with the def2-TZVPD basis set.

Structure (XYZ):
```
20
Properties=species:S:1:pos:R:3:forces:R:3
C -0.512 -0.350 2.225 0.505 0.022 -0.115
C 0.254 -0.364 0.900 -2.437 -0.458 -2.335
O -1.467 -1.387 2.339 0.055 -0.080 0.040
O 1.298 0.454 0.894 1.658 1.177 -1.679
H -2.124 -1.282 1.648 -0.117 0.056 -0.131
H 0.214 -0.527 3.023 -0.072 0.100 -0.039
H -0.959 0.642 2.377 0.026 -0.054 0.001
H 0.484 -1.402 0.608 -0.055 -0.051 0.278
C 1.325 -0.691 -2.039 1.234 0.895 0.061
C -0.986 0.138 -0.377 0.704 -0.129 2.466
N 1.916 0.342 -1.561 -0.878 -0.698 -0.272
N -0.596 1.434 -0.875 0.094 0.332 -0.262
H 1.799 0.496 -0.262 -0.813 -0.563 2.154
H 1.763 1.210 -2.067 -0.055 -0.152 -0.253
H -1.377 1.962 -1.246 0.072 -0.026 0.154
H -0.132 1.975 -0.152 -0.094 -0.084 0.035
H 1.410 -1.621 -1.496 -0.158 -0.082 0.138
H 0.831 -0.694 -3.005 -0.081 0.078 -0.003
H -1.881 0.190 0.267 -0.084 0.044 -0.250
H -1.260 -0.525 -1.200 0.495 -0.327 0.014
```
Positions in Å, forces in eV/Å.

Max |F|, eV/A: 3.41
Relative energy (zero: lowest compared OMol25 entry of this formula, charge and spin), kJ/mol: 416.3
Energy, a.u.: -419.48991



Record 5
Computed, not measured: a single C3H5NO2 molecule, with ωB97M-V with the def2-TZVPD basis set.

Structure (XYZ):
```
11
Properties=species:S:1:pos:R:3:forces:R:3
N 2.560 1.260 0.638 -0.976 -0.555 0.168
C 1.559 0.689 0.716 0.992 0.523 -0.044
C 0.249 0.020 0.664 0.034 0.243 -0.116
O 0.379 -1.321 1.051 -0.185 -0.117 -0.025
C -0.263 0.131 -0.772 0.219 0.333 -0.112
O -1.464 -0.608 -0.863 -0.189 0.243 -0.121
H -0.454 0.563 1.320 0.213 -0.116 -0.068
H -0.450 -1.745 0.779 0.173 -0.009 0.087
H 0.467 -0.251 -1.494 -0.022 0.000 0.248
H -0.475 1.184 -0.994 0.352 -0.082 -0.020
H -2.108 0.078 -1.044 -0.610 -0.461 0.002
```
Positions in Å, forces in eV/Å.

SMILES: N#C[C@H](O)CO
Max |F|, eV/A: 1.14
Relative energy (zero: lowest compared OMol25 entry of this formula, charge and spin), kJ/mol: 154.4
Energy, a.u.: -322.51553